Record 1
Formula: C35H33CdClN4S2Si2
Source: the OMol25 dataset
Level of theory: ωB97M-V/def2-TZVPD

```
78
Properties=species:S:1:pos:R:3:mulliken_charge:R:1
C 5.7550 -0.7572 0.7329 -0.477
C 5.3057 -0.2886 -0.5308 -0.791
C 4.4916 0.8601 -0.3100 -0.617
H 5.5846 -0.7053 -1.5038 0.496
C 4.4484 1.1024 1.0892 -0.474
C 5.2324 0.1053 1.7386 -0.881
H 5.4553 0.0552 2.8031 0.489
H 6.4729 -1.5598 0.8913 0.476
H 4.0355 1.4858 -1.0804 0.534
H 3.9510 1.9439 1.5683 0.535
Cd 2.5806 -1.6406 0.9956 0.902
Si -5.2451 0.0226 0.5273 0.417
C -5.5608 -0.3684 -1.2493 0.181
C -6.8199 -0.8415 -1.6536 -0.563
H -7.6074 -0.9808 -0.9106 0.330
C -7.0620 -1.1141 -3.0039 -0.530
H -8.0456 -1.4600 -3.3242 0.362
C -6.0453 -0.9500 -3.9524 -0.526
H -6.2351 -1.1680 -5.0063 0.368
C -4.7824 -0.5013 -3.5455 -0.578
H -3.9868 -0.3647 -4.2804 0.410
C -4.5356 -0.2182 -2.1969 -0.017
H -3.5486 0.1278 -1.8821 0.584
C -5.3133 1.8423 0.8162 0.517
C -5.5181 2.7325 -0.2506 -0.074
H -5.7196 2.3468 -1.2523 0.355
C -5.4509 4.1149 -0.0386 -0.631
H -5.5863 4.7946 -0.8818 0.359
C -5.2111 4.6233 1.2437 -0.462
H -5.1449 5.7035 1.4011 0.372
C -5.0598 3.7381 2.3205 -0.510
H -4.8935 4.1386 3.3233 0.357
C -5.1226 2.3553 2.1139 -0.601
H -5.0103 1.6685 2.9554 0.315
H -3.8947 -0.4420 0.8689 -0.188
Si 0.6139 -0.2382 0.0689 0.203
C 0.6860 1.5847 0.4113 0.756
C 0.4224 2.5267 -0.5952 -0.217
H 0.2343 2.1887 -1.6148 0.372
C 0.4027 3.8946 -0.2913 -0.659
H 0.1846 4.6129 -1.0817 0.387
C 0.6853 4.3277 1.0070 -0.484
H 0.6779 5.3920 1.2397 0.377
C 0.9761 3.3965 2.0119 -0.466
H 1.2071 3.7341 3.0259 0.387
C 0.9991 2.0321 1.7111 -0.348
H 1.2580 1.3073 2.4898 -0.123
C 0.4677 -0.4777 -1.7766 0.157
C 1.5990 -0.2590 -2.5980 -0.148
H 2.5652 -0.0008 -2.1473 0.362
C 1.4842 -0.3485 -3.9894 -0.750
H 2.3608 -0.1691 -4.6180 0.416
C 0.2514 -0.6742 -4.5757 -0.588
H 0.1505 -0.7102 -5.6637 0.359
C -0.8608 -0.9442 -3.7665 -0.471
H -1.8240 -1.2222 -4.2036 0.396
C -0.7442 -0.8683 -2.3701 -0.574
H -1.6012 -1.1255 -1.7418 0.585
H -6.2402 -0.6803 1.3671 -0.230
Cl -1.1483 -0.8787 0.9638 -0.339
N 4.3937 -3.3615 -1.6423 -0.298
C 4.6360 -3.8113 -0.4047 0.507
N 4.0552 -3.3678 0.7029 0.021
C 4.5668 -3.9890 1.8465 -0.388
C 5.4700 -5.0006 1.5595 -0.300
S 5.7759 -5.1177 -0.1326 -0.237
C 4.1571 -3.4336 3.0989 -0.256
C 4.5712 -3.6757 4.3960 -0.216
S 3.8627 -2.5577 5.5142 -0.200
C 3.0102 -1.8194 4.1856 0.516
N 3.2339 -2.3938 3.0152 0.028
N 2.1763 -0.7629 4.3394 -0.320
H 4.9144 -3.7802 -2.4052 0.190
H 3.7505 -2.6005 -1.8155 0.027
H 5.9510 -5.6230 2.3032 0.428
H 5.2826 -4.4438 4.6760 0.411
H 2.0506 -0.4454 5.2933 0.218
H 1.4212 -0.6175 3.6704 0.070
```

Values from the calculation:
Kohn-Sham gap: 5.991 eV
ΔE to the lowest compared entry with this formula, charge and spin: 0.7 kcal per mole
HOMO level: -0.22355 hartree
2S+1: 1

=====

Record 2
Formula: C4H8O2
Source: the OMol25 dataset
Level of theory: ωB97M-V/def2-TZVPD

```
14
Properties=species:S:1:pos:R:3:nbo_charge:R:1
C 1.6659 -0.9109 0.5376 -0.724
C 0.8797 0.1405 -0.2112 0.563
O 1.2139 1.3021 -0.2434 -0.510
C -0.3563 -0.3543 -0.9269 -0.058
C -1.6810 -0.2479 -0.3027 -0.095
O -1.2837 0.6126 -1.3555 -0.457
H 2.3206 -1.4509 -0.1563 0.241
H 2.2862 -0.4207 1.2909 0.244
H 1.0028 -1.6426 1.0111 0.225
H -0.1828 -1.1801 -1.6220 0.199
H -1.7818 0.2245 0.6745 0.193
H -2.4456 -0.9824 -0.5555 0.187
H -1.0007 2.5047 1.2509 -0.035
H -0.6373 2.4054 0.6085 0.028
```

Values from the calculation:
Kohn-Sham gap: 10.775 eV
ΔE to the lowest compared entry with this formula, charge and spin: 69.9 kcal per mole
HOMO level: -0.36486 hartree
2S+1: 1

=====

Record 3
Formula: C31H29BrF6NO23PS
Source: the OMol25 dataset
Level of theory: ωB97M-V/def2-TZVPD

```
93
Properties=species:S:1:pos:R:3:mulliken_charge:R:1
N 1.3324 -3.4982 -0.8598 -0.180
C 0.1527 -3.8700 -1.6405 -1.416
C -0.1769 -2.8816 -2.7477 -0.070
C -1.3670 -2.1610 -2.8125 0.945
P -2.6614 -2.2595 -1.5221 0.765
O -3.7622 -3.3903 -1.8321 -0.516
O -2.0055 -2.4616 -0.0478 -0.367
S -3.5580 -0.5444 -1.4537 -0.352
C -1.5884 -1.3154 -3.8728 -0.702
C -0.6705 -1.1235 -4.8578 -1.428
C 0.5211 -1.8069 -4.7992 0.838
C 0.7563 -2.6785 -3.7569 0.609
C 2.1051 -3.3786 -3.7780 0.008
O 2.2885 -4.5306 -3.4580 -0.562
C 3.2333 -2.5177 -4.2910 0.244
C 4.5817 -2.6764 -3.6087 -0.559
C 5.2184 -1.3482 -3.1700 0.425
O 6.3912 -1.2816 -2.9644 -0.494
Br 4.1316 0.2507 -2.8790 -0.155
C 3.0005 -1.6834 -5.2897 -0.154
C 1.6043 -1.6056 -5.8387 -0.354
O 1.3616 -1.3723 -7.0027 -0.558
H 1.8045 -2.6895 -1.2441 0.150
H 1.9845 -4.2822 -0.8843 0.359
H 0.3764 -4.8046 -2.1712 0.390
H -0.7141 -4.0915 -1.0208 0.594
H -4.5982 -2.9901 -1.5262 0.375
H -2.0389 -3.4000 0.1929 0.317
H -2.5105 -0.7503 -3.9325 0.429
H -0.8382 -0.4309 -5.6733 0.479
H 5.2940 -3.2708 -4.1778 0.376
H 4.3825 -3.1966 -2.6617 0.253
H 3.8104 -1.0800 -5.6894 0.560
O 2.8880 -5.3835 0.4002 -0.615
C 2.5383 -5.3778 1.5355 0.661
O 3.3514 -5.6182 2.5878 -0.357
C 2.5883 -5.3884 3.7801 -0.331
C 1.1779 -5.5795 3.2862 0.294
F 0.2985 -4.7925 3.9540 -0.276
O 1.2611 -5.1419 1.9416 -0.183
H 2.7640 -4.3748 4.1364 0.213
H 2.8614 -6.0938 4.5618 0.279
H 0.8255 -6.6132 3.3107 0.233
O 2.4047 -1.9806 3.4995 -0.533
C 1.6128 -1.3020 2.9331 0.391
O 0.8472 -1.7136 1.9022 -0.063
C -0.0642 -0.6526 1.5883 -0.354
C 0.6596 0.5477 2.1352 0.312
F -0.2056 1.4904 2.5881 -0.256
O 1.3674 0.0073 3.2394 -0.212
H -1.0157 -0.8293 2.0908 0.234
H -0.2400 -0.5876 0.5183 0.070
H 1.3644 1.0077 1.4402 0.302
O 0.5809 3.7764 8.1761 -0.506
C 0.9025 3.7796 7.0379 0.586
O 0.1665 4.3255 6.0327 -0.300
C 0.9521 4.2497 4.8388 -0.151
C 1.8951 3.1177 5.1513 0.455
F 3.0996 3.2934 4.5524 -0.291
O 2.0560 3.2316 6.5563 -0.339
H 1.4762 5.1951 4.6882 0.237
H 0.3280 4.0489 3.9717 0.078
H 1.5105 2.1259 4.9067 0.238
O 2.4400 3.0778 -2.7246 -0.471
C 3.2817 3.9092 -2.7275 0.562
O 3.4324 4.8556 -1.7659 -0.279
C 4.6334 5.5750 -2.0570 -0.436
C 4.7926 5.3354 -3.5368 0.313
F 6.0983 5.2945 -3.8979 -0.280
O 4.2270 4.0485 -3.7028 -0.254
H 5.4591 5.1544 -1.4810 0.283
H 4.5286 6.6284 -1.8084 0.262
H 4.2640 6.0500 -4.1706 0.282
O -6.2580 -1.3547 -0.8388 -0.439
C -6.9582 -0.4048 -0.9046 0.523
O -8.2565 -0.4276 -1.3090 -0.330
C -8.7857 0.8868 -1.1193 -0.447
C -7.5385 1.7337 -1.1387 0.303
F -7.6613 2.8188 -0.3356 -0.279
O -6.5662 0.8630 -0.5929 -0.199
H -9.3020 0.9369 -0.1593 0.282
H -9.4848 1.1456 -1.9111 0.277
H -7.2231 2.0532 -2.1338 0.282
O -1.9006 3.7294 1.0058 -0.514
C -2.5209 3.9758 1.9809 0.570
O -1.9666 4.2923 3.1809 -0.199
C -3.0345 4.6515 4.0638 -0.497
C -4.2112 3.9502 3.4321 0.347
F -5.3632 4.6393 3.6222 -0.292
O -3.8832 3.9691 2.0542 -0.306
H -3.1524 5.7361 4.0699 0.286
H -2.8352 4.3129 5.0781 0.301
H -4.3487 2.9173 3.7577 0.287
```

Values from the calculation:
Kohn-Sham gap: 7.318 eV
ΔE to the lowest compared entry with this formula, charge and spin: 8.6 kcal per mole
HOMO level: -0.30567 hartree
2S+1: 1

=====

Record 4
Formula: C8H12O
Source: the OMol25 dataset
Level of theory: ωB97M-V/def2-TZVPD

```
21
Properties=species:S:1:pos:R:3:nbo_charge:R:1
C 1.3762 1.9438 -0.1669 -0.405
C 0.3722 1.0042 -0.4325 -0.165
C 0.0071 -0.0786 0.5284 -0.188
C -1.3464 0.5188 1.0405 -0.400
C -2.0334 0.4452 -0.4112 -0.092
O -1.6808 -0.8579 -1.0586 -0.526
C -0.8436 -1.3665 -0.0405 0.083
C 0.6666 -1.3329 0.4467 -0.205
C 1.9512 -1.3063 -0.3423 -0.621
H 1.9096 2.3080 -0.9677 0.199
H 1.7639 2.0923 0.8112 0.194
H -0.1311 0.9806 -1.4313 0.207
H -1.9046 -0.0537 1.8944 0.224
H -1.2778 1.5594 1.3309 0.216
H -1.6896 1.2890 -1.1172 0.199
H -3.3458 0.6247 -0.2741 0.185
H -1.4237 -1.9697 0.6735 0.177
H 0.8451 -2.1151 1.2818 0.239
H 2.3489 -2.3468 -0.3285 0.222
H 1.6031 -0.8886 -1.3331 0.227
H 2.8328 -0.4498 -0.1036 0.230
```

Values from the calculation:
Kohn-Sham gap: 8.981 eV
ΔE to the lowest compared entry with this formula, charge and spin: 180.9 kcal per mole
HOMO level: -0.29430 hartree
2S+1: 1

=====

Record 5
Formula: C19H16BrIrN4O5S2
Source: the OMol25 dataset
Level of theory: ωB97M-V/def2-TZVPD

```
48
Properties=species:S:1:pos:R:3:nbo_charge:R:1
Ir 0.6991 1.5743 0.0711 0.974
Br 3.6941 1.6746 0.9722 0.089
C 3.8018 -0.1187 0.3718 -0.048
C 4.9770 -0.7598 0.6384 -0.249
C 5.2042 -2.0577 0.1528 -0.214
C 4.2514 -2.6613 -0.6044 -0.197
C 3.0235 -2.0184 -0.8953 0.023
C 2.0875 -2.6980 -1.7118 -0.220
C 0.9182 -2.0983 -2.0470 -0.205
C 0.6125 -0.8227 -1.5341 -0.281
C 1.4505 -0.1231 -0.7024 -0.129
C 2.7398 -0.7102 -0.3882 -0.160
H 5.7409 -0.2513 1.2095 0.226
H 6.1411 -2.5549 0.3671 0.215
H 4.4183 -3.6502 -1.0142 0.207
H 2.3355 -3.6893 -2.0712 0.205
H 0.1997 -2.5951 -2.6876 0.212
H -0.3249 -0.3793 -1.8281 0.229
O 0.3196 3.7039 0.7354 -0.504
N 1.1572 4.1717 -0.0684 0.361
O 1.8764 3.2653 -0.5400 -0.455
O -3.5624 0.8322 0.3965 -0.921
S -2.5155 -0.0800 0.0501 2.306
O -2.4470 -0.5541 -1.2948 -0.904
N -1.0519 0.5728 0.5863 -0.786
C -0.6025 -0.0802 1.6479 0.128
S 0.8739 0.5098 2.1801 0.134
C -1.3957 -1.2380 2.0781 -0.145
C -1.1431 -2.1539 3.0836 -0.145
C -2.0196 -3.2223 3.2194 -0.191
C -3.1120 -3.3674 2.3688 -0.178
C -3.3653 -2.4469 1.3575 -0.202
C -2.4849 -1.3937 1.2390 -0.220
H -0.2828 -2.0400 3.7297 0.237
H -1.8472 -3.9603 3.9910 0.226
H -3.7699 -4.2176 2.4894 0.225
H -4.2104 -2.5570 0.6920 0.239
C -2.5729 3.7459 0.1265 -0.412
N -2.3599 3.7726 -1.3120 -0.591
C -1.4159 3.1303 -2.0191 0.818
N -1.4709 3.3064 -3.3746 -0.820
O -0.5098 2.4112 -1.5721 -0.723
H -3.5358 3.2934 0.3493 0.215
H -2.5168 4.7559 0.5290 0.203
H -1.7951 3.1622 0.5972 0.238
H -3.0075 4.3244 -1.8472 0.389
H -2.3218 3.6067 -3.8159 0.387
H -0.8806 2.6859 -3.9011 0.413
```

Values from the calculation:
Kohn-Sham gap: 6.598 eV
ΔE to the lowest compared entry with this formula, charge and spin: 21.9 kcal per mole
HOMO level: -0.27602 hartree
2S+1: 1

=====

> Which formula does entry 2 have?

C4H8O2

=====

> HOMO level of number 2 (C4H8O2)?

-0.36486 hartree